The following is a DFT calculation (the ωB97M-V functional and the def2-TZVPD basis) of 3 unconnected molecules or ions with the total composition C34H65Br4ClO9 at a distorted geometry.

## Properties
Kohn-Sham gap (eV): 9.31
2S+1: 1
Structure (SMILES): C=CC[C@@H](COCC)O[C@@](CCCCCC)(/C(Br)=C(/C)Br)[C@H](OCCl)[C@@H](Br)[C@H](C)Br.COCCOCCOC.COCCOCCOC

Cartesian coordinates (Å):
C 4.517 -3.090 -0.513
C 3.720 -4.108 -0.833
C 2.579 -4.487 0.051
C 1.386 -3.489 -0.096
C 1.592 -2.330 0.927
O 0.582 -2.312 1.922
C 0.785 -3.336 2.897
C 0.376 -2.906 4.328
O 1.337 -2.883 -1.373
C 0.232 -3.259 -2.229
C -1.039 -2.630 -1.622
C -1.297 -1.143 -1.933
C -0.186 -0.169 -1.552
C -0.502 1.188 -2.209
C 0.539 2.273 -1.905
C 1.716 2.172 -2.880
C 0.654 -2.620 -3.575
Br 2.483 -2.010 -3.686
C -0.047 -2.441 -4.671
C 0.482 -1.771 -5.900
Br -1.847 -3.026 -4.848
C 0.211 -4.818 -2.357
O 0.086 -5.251 -3.716
C 1.317 -5.676 -4.235
Cl 1.129 -5.817 -6.001
C -0.891 -5.554 -1.541
Br -2.553 -5.853 -2.545
C -0.351 -6.956 -1.148
C -0.536 -8.071 -2.176
Br -1.205 -7.555 0.523
H 4.932 -2.980 0.478
H 4.800 -2.386 -1.288
H 3.911 -4.701 -1.722
H 2.193 -5.480 -0.203
H 2.838 -4.551 1.105
H 0.478 -3.986 0.239
H 2.578 -2.395 1.390
H 1.532 -1.382 0.401
H 0.191 -4.205 2.602
H 1.836 -3.622 2.944
H -0.164 -3.751 4.747
H 1.280 -2.772 4.913
H -0.271 -2.038 4.333
H -1.096 -2.725 -0.538
H -1.915 -3.150 -2.001
H -1.609 -0.971 -2.957
H -2.153 -0.874 -1.312
H 0.797 -0.448 -1.919
H -0.124 0.017 -0.478
H -0.480 1.014 -3.290
H -1.523 1.496 -1.984
H 0.835 2.245 -0.857
H 0.060 3.231 -2.102
H 1.443 2.584 -3.848
H 2.527 2.792 -2.502
H 2.044 1.144 -3.008
H 1.043 -0.877 -5.663
H -0.379 -1.448 -6.482
H 1.024 -2.469 -6.531
H 1.152 -5.251 -2.030
H 2.122 -4.975 -4.030
H 1.540 -6.678 -3.867
H -1.158 -5.064 -0.614
H 0.708 -6.909 -0.924
H -0.407 -7.737 -3.202
H 0.228 -8.823 -1.991
H -1.510 -8.535 -2.097
C 3.822 3.164 8.328
O 3.027 2.236 7.626
C 2.016 1.671 8.444
C 0.915 1.071 7.596
O -0.015 2.027 7.102
C 0.430 2.868 6.045
C 0.523 2.166 4.708
O 1.719 1.411 4.622
C 1.637 0.399 3.642
H 4.330 2.687 9.174
H 4.570 3.551 7.638
H 3.214 4.002 8.687
H 1.590 2.436 9.104
H 2.474 0.881 9.055
H 0.326 0.411 8.238
H 1.322 0.460 6.788
H 1.369 3.362 6.301
H -0.334 3.644 5.961
H 0.536 2.917 3.905
H -0.350 1.516 4.578
H 0.843 -0.312 3.876
H 2.583 -0.140 3.622
H 1.452 0.835 2.653
C -3.416 8.283 0.446
O -3.403 7.895 -0.910
C -2.086 7.750 -1.413
C -2.082 6.902 -2.667
O -2.143 5.504 -2.414
C -3.394 4.987 -1.978
C -4.436 4.910 -3.073
O -5.028 6.179 -3.292
C -5.633 6.273 -4.562
H -2.917 9.249 0.583
H -4.455 8.373 0.757
H -2.930 7.524 1.070
H -1.439 7.285 -0.659
H -1.701 8.751 -1.652
H -1.124 7.056 -3.168
H -2.865 7.213 -3.361
H -3.767 5.535 -1.111
H -3.179 3.967 -1.652
H -5.229 4.212 -2.769
H -3.968 4.542 -3.994
H -4.888 6.144 -5.356
H -6.066 7.267 -4.655
H -6.426 5.526 -4.678

---

The following is a DFT calculation (the ωB97M-V functional and the def2-TZVPD basis) of a molecular structure, C34H65N4O3RuS2SbSi4 at a distorted geometry.

## Properties
Kohn-Sham gap (alpha / beta) (eV): 5.78 / 5.78
ΔE to the lowest compared entry with this formula, charge and spin (kJ/mol): 109.7
Expectation value of S²: 8.7844
Charge: +1
2S+1: 6

Cartesian coordinates (Å):
Ru 0.216 0.596 -0.067
N 3.268 0.764 3.065
C 2.147 0.572 2.309
S 2.418 0.438 0.557
N 0.984 0.518 2.847
N -0.066 0.492 2.004
C -1.331 0.204 2.403
C -1.666 -0.115 3.802
C -1.117 0.623 4.855
C -1.367 0.265 6.168
C -2.173 -0.827 6.455
C -2.739 -1.555 5.418
C -2.489 -1.204 4.103
C -2.293 0.246 1.368
C -3.692 0.145 1.562
C -4.546 0.239 0.499
C -4.032 0.451 -0.797
C -2.676 0.573 -0.942
N -1.818 0.489 0.089
H 4.144 0.475 2.663
H 3.175 0.656 4.063
H -0.507 1.485 4.632
H -0.928 0.840 6.973
H -2.360 -1.107 7.483
H -3.367 -2.408 5.638
H -2.903 -1.804 3.302
H -4.071 0.009 2.564
H -5.614 0.154 0.648
H -4.685 0.524 -1.654
H -2.228 0.745 -1.913
C 2.481 6.255 0.010
Si 2.520 4.413 0.425
C 2.309 4.209 2.288
C 4.056 3.631 -0.346
Sb 0.518 3.086 -0.687
Si 0.541 3.720 -3.233
C 0.734 5.585 -3.401
C -1.107 3.143 -3.941
C 2.014 2.765 -3.914
Si -1.492 4.435 0.337
C -3.020 4.105 -0.723
C -1.052 6.271 0.334
C -1.686 3.804 2.102
H 3.466 6.683 0.209
H 1.756 6.790 0.621
H 2.244 6.438 -1.037
H 3.233 4.454 2.816
H 2.037 3.190 2.555
H 1.529 4.878 2.657
H 4.939 3.789 0.276
H 4.250 4.075 -1.323
H 3.930 2.558 -0.480
H -0.024 6.121 -2.828
H 0.628 5.877 -4.448
H 1.717 5.915 -3.065
H -1.945 3.627 -3.438
H -1.217 2.061 -3.835
H -1.173 3.381 -5.004
H 2.954 3.221 -3.604
H 1.997 2.735 -5.005
H 1.998 1.736 -3.549
H -3.041 4.782 -1.579
H -3.934 4.261 -0.146
H -3.036 3.083 -1.098
H -0.434 6.539 -0.523
H -0.512 6.547 1.241
H -1.965 6.867 0.294
H -1.736 2.717 2.122
H -2.596 4.190 2.568
H -0.835 4.111 2.714
C 1.634 -5.418 -3.264
C 2.259 -4.034 -3.125
C 3.781 -4.108 -3.132
C 1.756 -3.107 -4.227
O 1.911 -3.491 -1.838
Si 0.584 -2.878 -1.174
S 0.368 -0.822 -1.884
O -0.717 -3.662 -1.708
C -2.027 -4.074 -1.298
C -1.944 -5.513 -0.791
C -2.566 -3.145 -0.220
C -2.911 -4.023 -2.540
O 0.843 -2.775 0.426
C 1.336 -3.828 1.305
C 0.347 -3.949 2.454
C 2.713 -3.425 1.830
C 1.455 -5.169 0.582
H 1.932 -5.869 -4.211
H 0.548 -5.335 -3.235
H 1.958 -6.067 -2.449
H 4.141 -4.513 -4.078
H 4.130 -4.744 -2.319
H 4.193 -3.108 -2.992
H 2.085 -3.463 -5.202
H 2.144 -2.099 -4.069
H 0.664 -3.066 -4.211
H -1.497 -5.558 0.203
H -1.344 -6.108 -1.479
H -2.942 -5.948 -0.740
H -1.857 -3.069 0.608
H -3.518 -3.515 0.160
H -2.722 -2.151 -0.638
H -2.523 -4.699 -3.303
H -2.941 -3.011 -2.946
H -3.924 -4.331 -2.284
H 0.191 -2.978 2.915
H 0.738 -4.629 3.212
H -0.611 -4.339 2.102
H 2.621 -2.706 2.641
H 3.297 -2.987 1.021
H 3.234 -4.304 2.209
H 0.536 -5.408 0.045
H 1.639 -5.953 1.316
H 2.277 -5.148 -0.131

---

no.,E (eV)
1,-347424.9763
2,-110718.6186